1.
Molecular formula: C2H8N2
Method: DFT, wB97M-V/def2-TZVPD

```
12
C2H8N2 wB97M-V/def2-TZVPD
C 0.79 1.04 -0.81
N 0.08 0.92 0.28
C -1.35 0.64 -0.01
H 1.87 1.15 -0.76
H 0.31 0.99 -1.73
H -1.50 -0.41 -0.03
H -1.60 1.32 -1.03
H -1.91 0.89 0.80
N 0.70 -1.51 0.86
H 0.11 -2.29 0.94
H 1.43 -1.48 1.54
H 1.07 -1.27 -0.06
```

Values from the calculation:
SMILES = C=NC.N
Electronic energy = -5181.76917 eV
Largest force on an atom = 0.0988 hartree/bohr
ΔE to the lowest compared entry with this formula, charge and spin = 45.40 kcal/mol
LUMO level = 1.1 eV
Frontier orbital gap = 10.00 eV
HOMO energy = -8.883 eV



2.
Molecular formula: C19H12Cl2N4OPtS
Method: DFT, wB97M-V/def2-TZVPD

```
40
C19H12Cl2N4OPtS wB97M-V/def2-TZVPD
Pt -1.59 1.97 2.35
Cl -3.87 1.70 3.28
C -3.68 0.27 4.32
C -4.75 -0.57 4.60
C -4.59 -1.52 5.61
C -3.39 -1.64 6.25
C -2.30 -0.82 5.94
Cl -0.85 -0.87 6.93
C -2.39 0.11 4.86
S -0.91 0.76 4.19
H -5.65 -0.45 4.03
H -5.42 -2.12 5.90
H -3.23 -2.33 7.08
O -1.74 5.17 -0.22
C -2.00 4.21 0.48
N -2.25 3.18 1.08
N 2.92 0.43 -3.04
C 3.22 -0.39 -4.15
C 4.26 -0.42 -5.10
C 4.40 -1.59 -5.83
C 3.34 -2.50 -5.95
C 2.17 -2.39 -5.17
C 2.17 -1.39 -4.15
N 1.35 -1.24 -3.08
C 1.82 -0.12 -2.41
C 1.15 0.39 -1.30
C 1.36 1.66 -0.79
C 0.65 2.16 0.28
N -0.25 1.40 0.92
C -0.47 0.13 0.47
C 0.19 -0.39 -0.63
H 3.56 1.14 -2.65
H 5.10 0.31 -5.08
H 5.32 -1.69 -6.44
H 3.43 -3.22 -6.71
H 1.33 -3.11 -5.30
H 2.03 2.40 -1.30
H 0.79 3.18 0.69
H -1.19 -0.43 1.01
H -0.05 -1.39 -0.95
```

Values from the calculation:
Electronic energy = -67030.79940 eV
Largest force on an atom = 0.1030 hartree/bohr
<S²> = 2.014
LUMO level (spin up / spin down) = -1.0 / -2.1 eV
Frontier orbital gap (spin up / spin down) = 5.59 / 6.27 eV
HOMO energy (spin up / spin down) = -6.558 / -8.396 eV
Multiplicity = 3



3.
Molecular formula: C3H11N2O2S
Method: DFT, wB97M-V/def2-TZVPD

```
19
C3H11N2O2S wB97M-V/def2-TZVPD
N -1.08 0.35 0.65
C 0.24 -0.03 -0.01
C 0.05 -1.00 -1.20
S -0.36 0.02 -2.69
C 1.01 -0.78 1.06
N 2.35 -0.91 0.83
O 0.49 -1.24 2.05
H -1.88 0.23 0.04
H -1.18 -0.31 1.43
H -1.09 1.35 0.99
H 0.65 0.90 -0.38
H 1.03 -1.43 -1.41
H -0.51 -1.90 -0.90
H 0.82 -0.24 -3.28
H 2.91 -1.14 1.65
H 2.85 -0.63 0.01
H -2.84 2.60 1.61
H -1.64 3.50 1.59
O -1.91 2.61 1.82
```

Values from the calculation:
Electronic energy = -21193.92160 eV
Largest force on an atom = 0.0459 hartree/bohr
ΔE to the lowest compared entry with this formula, charge and spin = 18.30 kcal/mol
LUMO level = -3.2 eV
Frontier orbital gap = 10.04 eV
HOMO energy = -13.273 eV
Net charge = +1



4.
Molecular formula: C4H17N2O2
Method: DFT, wB97M-V/def2-TZVPD

```
25
C4H17N2O2 wB97M-V/def2-TZVPD
C -1.49 -0.39 1.00
C -0.52 0.82 1.36
C 0.29 1.76 0.41
C 1.28 1.58 -1.86
N 0.84 0.77 -0.62
N -0.79 -1.36 0.04
H -2.35 -0.03 0.39
H -1.81 -0.89 1.81
H -1.27 1.47 1.76
H 0.08 0.56 2.30
H 1.32 2.28 0.66
H -0.33 2.44 -0.09
H 2.02 2.38 -1.60
H 0.30 1.83 -2.29
H 1.66 0.84 -2.39
H 1.53 0.24 -0.23
H -0.35 -0.74 -0.68
H -0.12 -1.96 0.57
H -1.62 -1.80 -0.53
H 0.66 -2.21 -3.05
H -0.48 -1.21 -3.55
O -0.20 -1.69 -2.83
H -0.13 -2.14 3.12
H 0.97 -1.04 3.51
O 0.52 -1.49 2.78
```

Values from the calculation:
Electronic energy = -11490.52591 eV
Largest force on an atom = 0.1309 hartree/bohr
ΔE to the lowest compared entry with this formula, charge and spin = 77.60 kcal/mol
LUMO level = -2.9 eV
Frontier orbital gap = 9.88 eV
HOMO energy = -12.776 eV
Net charge = +1



5.
Molecular formula: C8H8F3O2P
Method: DFT, wB97M-V/def2-TZVPD

```
22
C8H8F3O2P wB97M-V/def2-TZVPD
C -2.67 -1.51 0.13
C -2.75 -0.23 -0.43
C -1.54 -2.05 0.64
C -1.65 0.58 -0.43
C -0.45 -1.22 0.72
C -0.50 0.02 0.12
C 1.00 2.42 -0.42
C 2.72 -0.09 -0.58
O 1.04 1.20 1.92
O 0.79 -1.54 1.33
F 2.52 -0.05 -1.91
F 3.84 0.63 -0.33
F 2.98 -1.43 -0.31
P 0.93 0.94 0.49
H -3.59 -2.06 0.10
H -3.63 -0.02 -0.98
H -1.63 -3.09 1.08
H -1.65 1.59 -1.00
H 2.06 2.76 0.01
H 0.96 2.43 -1.54
H 0.27 3.17 -0.06
H 0.95 -2.44 1.42
```

Values from the calculation:
Electronic energy = -29961.09476 eV
Largest force on an atom = 0.0719 hartree/bohr
ΔE to the lowest compared entry with this formula, charge and spin = 4.61 kcal/mol
LUMO level = 0.5 eV
Frontier orbital gap = 9.97 eV
HOMO energy = -9.508 eV



6.
Molecular formula: C51H41B3O20S
Method: DFT, wB97M-V/def2-TZVPD

```
116
C51H41B3O20S wB97M-V/def2-TZVPD
C -0.40 -2.41 1.24
C -1.36 -1.37 1.70
O -2.11 -0.76 0.68
C -3.09 -1.59 0.09
B -4.51 -1.41 0.70
O -4.85 -0.27 1.36
B -6.17 -0.31 1.74
O -6.58 -1.47 2.36
B -6.43 -2.47 1.45
S -7.65 -3.81 1.54
O -5.43 -2.43 0.52
H 0.21 -2.06 0.43
H 0.19 -2.76 2.06
H -0.91 -3.27 0.85
H -1.98 -1.74 2.52
H -0.78 -0.58 2.13
H -2.84 -2.64 0.09
H -3.16 -1.31 -0.96
H -6.95 0.55 1.53
H -7.09 -4.76 0.79
C -3.79 5.30 -0.03
C -4.58 4.46 -0.70
C -4.77 3.06 -0.25
O -5.48 2.30 -0.86
C -4.06 2.63 0.98
C -3.27 3.47 1.65
C -3.07 4.87 1.20
O -2.35 5.63 1.80
H -3.63 6.32 -0.35
H -5.10 4.76 -1.60
H -4.21 1.60 1.29
H -2.74 3.18 2.55
C -12.10 0.63 2.31
C -11.01 0.91 1.60
C -9.76 1.34 2.27
O -8.76 1.60 1.63
C -9.76 1.43 3.75
C -10.86 1.14 4.46
C -12.11 0.72 3.79
O -13.11 0.46 4.43
H -13.03 0.32 1.84
H -10.98 0.85 0.52
H -8.84 1.74 4.22
H -10.88 1.21 5.54
C 1.63 -4.38 -2.87
C 2.29 -3.86 -3.90
C 1.91 -2.54 -4.47
O 2.51 -2.07 -5.41
C 0.77 -1.83 -3.85
C 0.11 -2.35 -2.82
C 0.49 -3.66 -2.25
O -0.11 -4.13 -1.31
H 1.89 -5.34 -2.44
H 3.13 -4.36 -4.37
H 0.51 -0.87 -4.28
H -0.73 -1.84 -2.35
C -3.31 -5.36 4.10
C -2.20 -5.05 3.43
C -1.02 -4.48 4.13
O -0.01 -4.19 3.53
C -1.12 -4.27 5.60
C -2.23 -4.58 6.26
C -3.41 -5.15 5.56
O -4.42 -5.44 6.17
H -4.18 -5.77 3.61
H -2.10 -5.19 2.36
H -0.25 -3.85 6.09
H -2.33 -4.44 7.33
C 7.36 -4.19 -5.29
C 8.02 -3.66 -6.32
C 7.64 -2.35 -6.89
O 8.24 -1.87 -7.83
C 6.50 -1.63 -6.27
C 5.84 -2.15 -5.24
C 6.22 -3.47 -4.67
O 5.62 -3.95 -3.73
H 7.62 -5.14 -4.86
H 8.86 -4.17 -6.79
H 6.24 -0.68 -6.70
H 5.00 -1.65 -4.77
C -0.48 3.03 1.65
C -0.47 4.19 1.01
C 0.70 4.59 0.19
O 0.72 5.65 -0.41
C 1.85 3.66 0.12
C 1.84 2.50 0.77
C 0.67 2.10 1.58
O 0.65 1.04 2.18
H -1.32 2.71 2.26
H -1.30 4.88 1.05
H 2.69 3.97 -0.48
H 2.66 1.80 0.73
C 11.57 1.89 -6.15
C 12.64 1.66 -6.90
C 12.53 0.91 -8.18
O 13.51 0.70 -8.87
C 11.19 0.44 -8.59
C 10.11 0.67 -7.84
C 10.22 1.42 -6.56
O 9.25 1.63 -5.87
H 11.63 2.43 -5.21
H 13.63 1.99 -6.62
H 11.13 -0.10 -9.53
H 9.13 0.34 -8.11
C 2.34 3.31 4.60
C 2.55 3.10 5.90
C 3.10 4.18 6.77
O 3.30 3.99 7.95
C 3.39 5.49 6.14
C 3.17 5.69 4.84
C 2.63 4.62 3.97
O 2.43 4.82 2.79
H 1.94 2.53 3.96
H 2.35 2.16 6.38
H 3.79 6.26 6.79
H 3.38 6.64 4.36
```

Values from the calculation:
Electronic energy = -107362.38129 eV
Largest force on an atom = 0.0525 hartree/bohr
LUMO level = -1.8 eV
Frontier orbital gap = 7.69 eV
HOMO energy = -9.448 eV



7.
Molecular formula: C22H37AuO2Si
Method: DFT, wB97M-V/def2-TZVPD

```
63
C22H37AuO2Si wB97M-V/def2-TZVPD
O -0.17 0.50 -6.29
C -0.31 1.71 -7.10
C 0.08 1.00 -8.39
H 0.38 2.50 -6.78
H -1.36 2.07 -7.09
C 0.06 -0.27 -7.51
H 1.10 1.27 -8.71
H -0.65 1.03 -9.19
C 1.36 -1.02 -7.57
H 2.18 -0.45 -7.11
H 1.62 -1.21 -8.62
H 1.26 -1.99 -7.07
C -1.12 -1.20 -7.75
H -2.05 -0.62 -7.85
H -1.21 -1.90 -6.92
H -0.97 -1.77 -8.67
Au 0.12 0.48 -0.69
C -2.42 -0.32 0.81
C -1.79 0.95 0.61
C -1.94 1.30 -0.81
H -1.49 1.63 1.40
C -2.66 0.19 -1.43
C -2.93 -0.77 -0.44
H -3.51 -1.68 -0.58
H -2.57 -0.81 1.77
H -1.87 2.32 -1.19
H -2.99 0.16 -2.47
C 0.94 -2.06 0.97
C 0.32 -2.79 -0.08
C 0.71 -2.25 -1.32
H -0.30 -3.68 0.06
C 1.61 -1.13 -1.07
C 1.74 -1.03 0.39
H 2.49 -0.43 0.90
H 0.89 -2.30 2.03
H 0.44 -2.64 -2.30
H 2.35 -0.73 -1.76
O 2.33 1.00 -5.17
C 1.62 -0.02 -4.44
C 0.34 0.58 -3.85
H 2.28 -0.36 -3.61
H 1.44 -0.88 -5.08
C 0.50 2.10 -4.01
H 0.30 0.33 -2.77
H -0.58 0.17 -4.29
C 1.94 2.25 -4.54
H 0.36 2.61 -3.04
H -0.21 2.53 -4.73
H 2.62 2.42 -3.69
H 2.05 3.07 -5.26
C 2.96 2.39 -0.33
Si 1.25 2.27 0.42
C 1.34 1.88 2.27
C 0.29 3.88 0.23
H 3.62 1.60 0.04
H 3.42 3.36 -0.08
H 2.93 2.31 -1.43
H 1.91 2.66 2.78
H 0.34 1.84 2.72
H 1.83 0.92 2.47
H 0.87 4.72 0.65
H 0.08 4.10 -0.83
H -0.67 3.84 0.76
```

Values from the calculation:
Electronic energy = -39073.49464 eV
Largest force on an atom = 0.0376 hartree/bohr
<S²> = 2.020
ΔE to the lowest compared entry with this formula, charge and spin = 0.56 kcal/mol
LUMO level (spin up / spin down) = 0.8 / -2.3 eV
Frontier orbital gap (spin up / spin down) = 6.50 / 4.84 eV
HOMO energy (spin up / spin down) = -5.752 / -7.153 eV
Multiplicity = 3



8.
Molecular formula: C4H6ClFS2
Method: DFT, wB97M-V/def2-TZVPD

```
14
C4H6ClFS2 wB97M-V/def2-TZVPD
C 0.40 -1.35 0.85
C -0.11 -0.02 0.25
C -1.46 0.03 -0.52
S -2.39 -1.26 -0.86
S -2.14 1.65 -0.67
C 1.03 0.65 -0.52
F 2.03 0.92 0.37
Cl 1.50 -0.27 -1.97
H 1.54 -1.30 0.77
H 0.15 -1.51 1.89
H 0.05 -2.24 0.25
H -0.21 0.68 1.17
H -1.10 2.40 -0.19
H 0.72 1.62 -0.85
```

Values from the calculation:
SMILES = C[C@H](C(=S)S)[C@@H](F)Cl
Electronic energy = -41154.93168 eV
Largest force on an atom = 0.0447 hartree/bohr
ΔE to the lowest compared entry with this formula, charge and spin = 9.16 kcal/mol
LUMO level = -0.6 eV
Frontier orbital gap = 8.59 eV
HOMO energy = -9.164 eV



What did the third record say?
Molecular formula: C3H11N2O2S
Method: DFT, wB97M-V/def2-TZVPD

```
19
C3H11N2O2S wB97M-V/def2-TZVPD
N -1.08 0.35 0.65
C 0.24 -0.03 -0.01
C 0.05 -1.00 -1.20
S -0.36 0.02 -2.69
C 1.01 -0.78 1.06
N 2.35 -0.91 0.83
O 0.49 -1.24 2.05
H -1.88 0.23 0.04
H -1.18 -0.31 1.43
H -1.09 1.35 0.99
H 0.65 0.90 -0.38
H 1.03 -1.43 -1.41
H -0.51 -1.90 -0.90
H 0.82 -0.24 -3.28
H 2.91 -1.14 1.65
H 2.85 -0.63 0.01
H -2.84 2.60 1.61
H -1.64 3.50 1.59
O -1.91 2.61 1.82
```

Values from the calculation:
Electronic energy = -21193.92160 eV
Largest force on an atom = 0.0459 hartree/bohr
ΔE to the lowest compared entry with this formula, charge and spin = 18.30 kcal/mol
LUMO level = -3.2 eV
Frontier orbital gap = 10.04 eV
HOMO energy = -13.273 eV
Net charge = +1